Density functional theory data (the ωB97M-V functional and the def2-TZVPD basis) for a 3-piece molecular cluster, C5H17NO2 overall in a non-equilibrium geometry.

## Properties
2S+1: 1
SMILES string: CCCCNC.O.O
total charge: 0
HOMO-LUMO gap: 9.3 eV
electronic energy: -405.87735 hartree

Atoms and positions in Å:
1 C -3.12821 2.88684 -0.15481
2 C -1.19768 -0.25162 0.29301
3 H -3.98152 2.84820 0.52416
4 H -3.52405 2.52938 -1.14106
5 H -1.61033 -1.21812 0.05889
6 H -0.38241 -0.31820 1.01353
7 H -2.94563 3.94295 -0.33249
8 N -1.99381 2.25639 0.48711
9 H -1.62528 -0.47478 -3.17526
10 O 6.42001 -1.82753 1.56705
11 C -1.80705 -0.23464 -2.12369
12 H -2.35171 -1.14892 -1.84326
13 H 0.20927 -0.34072 -1.42198
14 H 5.81864 -3.41415 0.93418
15 H -1.24542 2.36166 -0.18804
16 H -3.17438 0.48413 0.60567
17 H -2.56480 0.56051 -2.11730
18 H 5.19590 -4.26369 1.94219
19 H 6.45671 -1.28790 2.36818
20 C -0.71835 0.14377 -1.12883
21 O 5.59304 -4.35862 1.07197
22 H -2.07465 0.87903 1.93445
23 H 7.26521 -1.80526 1.08674
24 C -2.16129 0.84716 0.82223
25 H -0.47226 1.20413 -1.08265

=====

Density functional theory data (the ωB97M-V functional and the def2-TZVPD basis) for a 4-piece molecular cluster, C5H17NO2 overall in a non-equilibrium geometry.

## Properties
2S+1: 1
total charge: 0
HOMO-LUMO gap: 6.0 eV
electronic energy: -405.65608 hartree

Atoms and positions in Å:
1 C -1.49274 -1.45369 1.69784
2 C -0.48910 -0.49729 0.94885
3 H -1.03062 -1.13995 -2.79537
4 H -0.14989 -1.75068 -1.51789
5 O 2.26299 -0.90385 1.11477
6 H 2.70284 1.70354 -0.35909
7 N -1.18078 0.38752 -0.05396
8 H 1.23088 -0.58513 -0.91449
9 H -1.36816 0.88555 -2.12744
10 C -0.73889 0.41246 -1.39978
11 H 0.03004 -1.14936 0.25919
12 H -2.30748 -1.82519 1.13371
13 H -1.03933 -2.36032 2.08507
14 O 1.90176 1.26246 -0.65838
15 H 0.63821 -0.56703 -2.57788
16 H -0.09864 2.18452 0.32186
17 H -1.38861 1.67496 1.50680
18 H 2.20428 -0.02487 0.55934
19 C -1.09101 1.72453 0.43008
20 H 3.21019 -1.02783 1.28452
21 H 0.13874 1.11239 -1.50316
22 C -0.26724 -0.90391 -2.12399
23 H -1.77469 2.42042 -0.01167
24 H -1.80890 -0.80876 2.53637
25 H 0.23248 -0.01642 1.52876

=====

Density functional theory data (the ωB97M-V functional and the def2-TZVPD basis) for a 3-piece molecular cluster, C5H17NO2 overall in a non-equilibrium geometry.

## Properties
2S+1: 1
SMILES string: CC[C@@H](C)CN.O.O
total charge: 0
HOMO-LUMO gap: 10.1 eV
electronic energy: -405.88452 hartree

Atoms and positions in Å:
1 H -2.67749 -0.76404 0.76770
2 O -0.70495 2.40852 -5.24702
3 H 0.16463 2.28115 -4.83332
4 H -0.08752 2.91444 0.32616
5 N -0.55719 2.68869 -0.53920
6 H -0.40385 0.79621 -1.55610
7 H 0.05348 3.06794 -1.26161
8 H 1.88908 -0.32078 -0.77282
9 C -0.49639 -0.94468 0.72333
10 H -1.89759 0.14666 2.10911
11 O 2.16484 -4.62190 2.37214
12 C -1.84432 -0.75657 1.43918
13 H 1.37659 -4.26519 2.78610
14 H 2.00637 -0.85518 0.83058
15 H -2.06643 -1.48890 2.21752
16 H 2.40680 0.91913 0.36691
17 H -1.68766 0.96591 -0.32488
18 H 0.14823 0.90019 1.37372
19 H 2.93099 -4.05030 2.44633
20 C 0.27709 0.36484 0.43282
21 C -0.64543 1.25327 -0.58860
22 C 1.74716 0.01951 0.26050
23 H -0.04543 -1.70957 1.37421
24 H -1.25800 2.51344 -4.46196
25 H -0.79304 -1.46278 -0.24081